Molecular formula: C78H168N8O10
Method: DFT, wB97M-V/def2-TZVPD

```
264
Properties=species:S:1:pos:R:3:forces:R:3
C 15.882841 13.997630 17.122314 -0.51 -0.61 1.20
C 15.575836 14.884608 15.915965 -1.05 -2.20 -0.38
C 16.566584 15.964648 15.684301 1.73 0.58 0.74
O 15.630344 13.990476 14.733458 0.12 -0.10 1.34
H 15.092244 13.233259 17.320670 0.21 0.59 -0.56
H 15.877515 14.580464 18.077931 0.31 -0.27 -0.93
H 16.798463 13.375219 17.067869 -0.17 0.77 -0.19
H 14.490671 15.143592 15.989009 1.06 0.51 0.09
H 16.591262 16.684044 16.517204 0.22 -0.47 0.17
H 16.396908 16.632777 14.857071 -0.35 -0.17 -0.77
H 17.590013 15.487966 15.526868 -1.21 0.72 0.37
H 15.414594 14.555820 14.010721 -0.25 0.51 -1.12
C 14.590716 10.706481 12.737611 -1.24 0.46 -0.33
C 16.025497 10.717376 13.216435 0.64 0.87 -0.56
C 16.983772 11.548845 12.310445 0.65 -2.33 0.29
O 16.084698 11.217623 14.539123 0.45 -1.52 0.44
H 13.970837 10.207965 13.505846 0.21 0.10 -0.46
H 14.426861 10.233181 11.754668 0.35 -0.20 0.44
H 14.146720 11.722579 12.580925 0.59 -0.45 0.43
H 16.389612 9.683575 13.267562 -0.03 0.21 -0.08
H 16.952410 11.059749 11.325606 -0.10 0.73 -0.10
H 18.020761 11.395803 12.657971 -0.34 -0.02 0.12
H 16.848427 12.611241 12.315605 -0.68 0.57 -0.21
H 15.830715 12.124492 14.492527 -0.35 1.59 0.30
C 22.720537 14.769536 18.590083 -1.61 0.67 1.32
C 21.813266 15.473287 19.739838 1.87 -0.33 -1.69
C 22.047842 16.961830 19.621127 1.09 0.98 -0.60
C 21.095269 17.728408 20.506748 -0.55 1.16 -0.67
C 19.692341 17.470422 19.948173 -0.04 0.03 -0.67
C 19.337338 15.979034 20.051535 -0.80 -0.02 -1.03
N 20.432755 15.196219 19.366493 -0.68 -0.38 1.09
O 20.209278 13.811967 19.721166 -0.10 0.10 -0.61
C 19.036963 15.593346 21.530416 0.59 0.39 -0.78
C 18.105954 15.773542 19.126728 0.56 -1.29 1.92
C 22.284022 15.008409 21.121424 1.40 0.27 -0.47
H 22.400049 15.081497 17.592756 -0.41 -0.36 0.17
H 22.642569 13.724067 18.816631 -0.28 -0.74 -0.58
H 23.762703 14.972200 18.606999 1.05 0.68 0.65
H 23.104945 17.197037 19.913487 -0.76 -0.37 -0.28
H 21.964386 17.267756 18.545157 -0.15 -0.11 0.81
H 21.334690 18.806641 20.549648 -0.10 -0.35 -0.26
H 21.212002 17.387551 21.522616 -0.15 -0.21 0.46
H 19.621959 17.808210 18.880045 0.50 -0.66 0.78
H 18.854162 18.028615 20.352135 0.09 0.19 0.85
H 18.149106 16.018775 21.964590 -0.42 0.85 -0.26
H 18.905161 14.563638 21.751419 0.15 -1.24 -0.47
H 19.886455 15.907531 22.098646 0.33 0.31 0.71
H 17.314301 16.424924 19.405983 -1.02 0.41 0.78
H 18.312977 16.076481 18.149496 0.77 0.10 -1.73
H 17.786851 14.719353 19.162735 -0.03 0.44 -0.10
H 23.082614 14.279699 21.051967 -0.33 -0.91 -0.26
H 21.525347 14.678041 21.787810 -0.50 -0.28 0.47
H 22.896412 15.797360 21.548955 -0.50 0.52 0.50
H 19.867924 13.421589 18.900025 0.05 0.06 0.30
C 22.190049 18.019318 12.849620 1.88 1.32 -0.08
C 21.969424 18.236397 14.330738 0.28 0.59 0.83
C 23.275791 18.900676 14.904314 0.04 0.34 -0.15
C 23.008249 19.569212 16.223996 0.37 -0.12 1.21
C 21.906778 20.638874 16.091452 -0.69 -0.73 0.27
C 20.575785 19.969883 15.636235 -0.89 2.31 -0.48
N 20.854493 19.197629 14.423609 0.64 1.41 0.69
O 19.669267 18.618094 13.972800 -0.54 -0.52 -0.21
C 19.878896 19.250292 16.811896 0.04 -2.32 -0.40
C 19.555973 21.191184 15.202594 2.61 0.46 0.24
C 21.618748 16.913731 15.041658 0.39 0.00 -0.68
H 21.307279 17.688452 12.334459 -0.03 -0.57 -0.26
H 23.117042 17.414229 12.720597 -0.98 -0.14 -0.19
H 22.489840 19.023319 12.446620 -0.49 -0.76 0.07
H 24.044017 18.123607 15.082626 -0.37 0.20 -0.41
H 23.742455 19.723824 14.305594 -0.62 -1.00 -0.44
H 24.006423 19.891334 16.662439 -1.37 0.05 -0.38
H 22.645695 18.744992 16.854658 0.00 0.47 0.46
H 22.172922 21.459149 15.429232 0.18 -0.13 -0.37
H 21.584715 21.116988 17.016105 0.62 -0.03 0.39
H 18.924815 18.808702 16.422455 0.68 0.30 0.39
H 20.482994 18.371528 17.201488 -0.53 0.94 -0.68
H 19.635009 19.813037 17.716425 0.16 0.57 -0.44
H 20.002166 21.812642 14.339691 -0.69 -1.18 1.16
H 18.559153 20.877929 14.983069 -0.52 -0.51 -0.38
H 19.469363 21.888932 16.064493 0.16 -0.42 -0.36
H 22.051693 16.785902 16.036083 -0.54 0.33 0.18
H 22.120959 16.166677 14.450926 0.09 -0.75 -0.22
H 20.533540 16.731754 14.946859 0.54 0.04 0.49
H 19.751588 18.697504 13.011362 -0.39 -0.19 -0.38
C 19.731865 20.481389 10.929091 1.94 -1.04 0.56
C 19.305620 19.171138 10.256230 -1.01 0.04 0.06
C 20.441358 18.399299 9.568272 0.77 -0.22 1.81
C 20.060708 17.008424 9.172931 -0.33 -1.43 0.75
C 19.554891 16.270096 10.446516 0.77 2.16 1.15
C 18.228051 16.873719 10.977042 0.67 -0.02 -0.40
N 18.622642 18.303794 11.286436 1.20 -0.59 -0.32
O 17.543021 19.032923 11.850968 0.24 -0.54 0.52
C 17.029626 16.788180 10.010077 -0.32 -1.65 2.28
C 17.793734 16.191050 12.309596 -0.61 -0.16 0.26
C 18.363402 19.614465 9.142671 0.89 1.40 -0.29
H 18.929986 21.015236 11.421933 -0.34 0.20 -0.53
H 20.217354 20.993782 10.086907 -0.14 0.59 0.70
H 20.491262 20.327422 11.747298 -0.42 -0.02 -0.78
H 20.862514 18.932786 8.762650 0.05 1.05 -1.19
H 21.311519 18.294420 10.245763 -0.44 0.06 0.01
H 20.917313 16.453245 8.718185 -0.58 0.47 0.38
H 19.209306 16.904267 8.478915 0.49 0.46 -0.12
H 20.261334 16.311214 11.338271 -0.47 0.05 -1.29
H 19.501882 15.278566 10.176234 -0.75 -2.49 -0.27
H 16.551178 17.723632 10.138026 -0.80 0.96 -0.64
H 17.203399 16.448590 9.008828 0.15 0.20 -0.53
H 16.357307 16.058549 10.545728 0.29 0.48 -1.19
H 17.808458 15.040575 12.345039 0.36 1.72 -0.38
H 18.373537 16.628478 13.124126 0.27 -0.45 0.13
H 16.734099 16.467109 12.539839 0.69 -0.10 -0.26
H 18.293024 18.811528 8.444923 -0.78 -0.42 -0.65
H 18.853317 20.493122 8.594200 -0.81 -1.17 0.68
H 17.433749 19.947595 9.590352 -0.33 -0.06 -0.36
H 17.832196 18.952976 12.778201 -0.76 0.54 -0.09
C 18.204522 11.128124 21.443950 0.17 -0.85 1.70
C 18.508786 10.019563 20.451498 0.00 -0.03 -1.52
C 18.259124 8.577061 20.993139 0.61 0.20 0.07
C 16.814055 8.053762 20.905503 0.85 0.21 0.77
C 16.360641 8.239681 19.503693 -0.97 0.42 -1.29
C 16.298656 9.689153 19.033905 1.24 1.23 1.68
N 17.681738 10.184980 19.181923 1.38 0.01 -0.10
O 17.814537 11.550241 18.736576 -0.37 -0.61 0.18
C 15.848124 9.825355 17.607644 -1.81 -0.32 -0.72
C 15.368807 10.527970 19.934819 -1.16 0.04 -0.13
C 19.999691 10.189272 20.000331 -0.60 -1.11 0.34
H 17.317654 10.889005 22.006943 -0.82 0.19 -0.09
H 18.145359 12.082602 20.978061 -0.23 0.68 -0.47
H 18.913676 11.228030 22.287131 0.40 -0.27 -0.67
H 18.907210 7.842862 20.465184 -0.28 0.59 0.05
H 18.622679 8.593751 22.024751 -0.09 -0.15 0.06
H 16.177451 8.541134 21.644524 -0.09 0.14 -0.13
H 16.815357 7.004512 21.197058 0.01 -0.15 -0.11
H 15.359872 7.944067 19.269986 -0.95 -0.85 0.51
H 16.955542 7.658271 18.809436 0.53 -0.05 -0.15
H 15.461997 10.845543 17.373900 0.01 -0.76 0.35
H 16.578342 9.658707 16.839428 0.67 -0.43 -0.01
H 15.030984 9.046416 17.439050 0.72 1.19 0.05
H 15.622197 10.346049 21.007760 -0.52 0.53 -0.97
H 15.477356 11.593247 19.629981 0.20 -0.57 0.55
H 14.272217 10.308880 19.739935 1.13 -0.08 0.36
H 20.674524 9.880979 20.806995 -0.16 0.23 0.17
H 20.209490 11.230157 19.752608 0.03 -0.20 -0.17
H 20.210627 9.472603 19.186070 -0.14 0.68 0.24
H 18.114047 11.395790 17.819523 0.19 0.27 0.24
C 13.551285 14.435607 20.623396 -1.44 -1.71 -1.76
C 12.559155 15.453011 21.154881 0.04 1.76 0.96
C 13.245510 16.480121 22.147717 -0.12 -0.34 -0.54
C 14.168909 17.536585 21.495623 -1.32 -1.19 -0.42
C 13.465960 18.272450 20.354141 -1.43 0.29 1.58
C 12.705232 17.333504 19.416761 1.49 -0.60 -0.80
N 11.880300 16.346801 20.139726 0.45 -0.46 0.84
O 11.338671 15.482819 19.140790 1.45 0.32 -0.77
C 11.771336 18.150869 18.502660 1.42 -0.40 -0.69
C 13.850441 16.652361 18.588891 0.34 -0.51 -1.12
C 11.486457 14.653378 21.930790 0.16 0.12 -1.08
H 14.582477 14.676355 20.838501 0.27 -0.14 -0.23
H 13.306724 14.261717 19.520619 0.90 0.53 1.24
H 13.259127 13.422452 21.005078 0.75 0.81 0.19
H 12.466547 17.022336 22.676162 -0.30 -0.02 0.10
H 13.789015 15.891255 22.887869 0.08 0.02 0.07
H 15.061409 17.069762 21.139143 0.69 -0.51 -0.48
H 14.506928 18.220854 22.229174 0.19 0.82 0.89
H 14.253749 18.798998 19.821988 -0.41 0.38 -0.35
H 12.687034 18.985243 20.781085 1.12 -0.52 -0.38
H 10.994174 18.632155 19.092980 -0.11 -0.09 -0.09
H 12.428944 18.937937 18.029496 -0.91 -0.74 0.21
H 11.369197 17.439369 17.742674 0.06 0.94 0.43
H 13.538394 15.987469 17.766686 -0.47 0.24 0.36
H 14.515271 17.363866 18.094038 -0.38 0.59 -0.04
H 14.589580 16.040526 19.115960 -0.56 0.24 0.53
H 10.743449 15.276544 22.373818 -0.61 0.67 0.27
H 11.969182 14.105706 22.720452 0.26 -0.31 0.33
H 10.979275 13.925141 21.270160 0.38 0.32 0.39
H 10.505259 15.285321 19.503755 -1.82 -0.38 0.44
C 7.995814 10.193491 18.216812 1.37 -1.92 0.85
C 8.533117 11.375483 17.427460 0.55 -2.36 -2.48
C 8.676561 12.518869 18.330362 0.63 1.50 0.27
C 9.966772 12.400045 19.074807 1.63 0.82 2.07
C 11.186269 12.361982 18.126360 -1.73 -0.93 -0.98
C 11.083516 11.031886 17.239741 1.67 0.40 1.52
N 9.769149 11.058301 16.594295 0.43 1.66 0.88
O 9.579984 9.828456 15.944547 -0.69 -0.57 0.52
C 12.297862 11.140816 16.234132 -1.80 0.33 0.27
C 11.290021 9.749491 18.078340 0.09 0.51 1.66
C 7.514212 11.768635 16.381831 -1.27 0.77 0.90
H 7.117965 10.550618 18.669726 -1.54 0.19 0.52
H 8.608050 9.805738 19.097475 -0.36 0.83 -1.22
H 7.773423 9.282617 17.637514 0.05 0.58 -0.10
H 8.672372 13.439696 17.703651 0.00 -0.26 0.63
H 7.793667 12.496121 18.987222 0.33 0.40 -0.13
H 9.957575 11.514650 19.768137 0.05 0.59 -0.79
H 10.167272 13.245395 19.795991 -0.65 -0.68 -0.85
H 12.111849 12.516083 18.667128 0.29 -0.61 0.07
H 11.127455 13.215062 17.417106 -0.11 -0.34 0.31
H 12.013584 11.900861 15.543317 -0.23 0.91 -0.72
H 13.181174 11.536636 16.729603 0.17 -0.58 0.13
H 12.451135 10.272671 15.610267 0.41 -0.58 0.28
H 10.676436 9.690991 19.023893 0.65 0.27 -0.99
H 11.084684 8.845168 17.551932 -0.36 -0.46 -0.73
H 12.339375 9.653312 18.374850 -0.01 0.25 0.09
H 7.804464 12.715776 15.901020 0.00 -0.56 -0.14
H 6.607806 11.983029 16.974897 -0.05 0.10 -0.42
H 7.239099 10.988061 15.697590 0.22 -0.29 -0.48
H 10.027968 9.997328 15.132577 0.26 -0.06 -1.18
C 11.571531 17.752287 11.352563 1.49 1.50 1.03
C 12.277402 16.393518 11.752617 -0.56 2.14 1.05
C 13.531401 16.595326 12.610088 1.65 2.23 0.51
C 13.379206 16.925638 14.123284 0.98 0.00 -0.43
C 12.470930 15.862139 14.669247 -1.94 0.18 -0.05
C 11.091112 15.762014 13.901984 -0.37 1.98 1.35
N 11.427406 15.486525 12.536172 0.29 -1.01 -1.98
O 10.254614 15.274498 11.763458 -0.73 -0.11 -0.49
C 10.156609 14.662320 14.357751 -0.54 -0.28 -0.41
C 10.139257 17.047746 14.167880 0.61 0.02 -1.58
C 12.744597 15.841041 10.456716 -0.50 -1.04 -1.79
H 12.356669 18.484284 10.954057 -0.91 -1.30 -0.15
H 11.230346 18.370164 12.200799 -0.16 -0.67 -0.05
H 10.736683 17.626541 10.662897 0.26 -0.13 -0.01
H 14.205621 15.768268 12.584357 -0.02 -1.47 -0.28
H 14.227308 17.339563 12.136374 -0.96 -0.06 0.19
H 13.029004 17.930164 14.274027 -0.51 0.52 0.03
H 14.392681 16.912983 14.666488 -1.43 -0.12 -1.00
H 12.178234 16.000833 15.709386 0.40 -0.09 0.25
H 13.016425 14.951734 14.504941 -0.11 -0.96 0.31
H 10.526614 13.698445 14.055137 0.23 -0.65 0.17
H 9.925665 14.696498 15.417162 0.34 -0.06 0.25
H 9.189918 14.813345 13.835140 0.52 -0.16 0.30
H 9.632307 17.254842 13.197533 -0.07 -0.43 0.74
H 9.384561 16.795375 14.921787 0.34 0.33 -0.10
H 10.624757 18.012389 14.364193 0.19 -0.40 0.44
H 11.997682 15.798858 9.625657 0.07 -0.12 1.01
H 13.109413 14.843614 10.637952 0.36 -0.54 -0.23
H 13.521554 16.448005 9.996584 0.34 0.11 0.45
H 10.164868 14.325132 11.548706 0.55 0.62 0.43
C 18.779627 8.693421 15.063583 0.48 -0.77 0.00
C 19.980355 9.629793 15.205423 0.60 0.04 0.04
C 20.919069 9.667643 13.989011 -1.13 0.95 -0.98
C 21.966254 10.774116 13.973861 -0.22 0.55 -0.05
C 21.306103 12.157078 14.188075 -0.58 -0.71 -0.84
C 20.344605 12.195845 15.377287 -0.47 -0.32 -0.65
N 19.447481 11.035462 15.212746 0.43 -0.79 0.43
O 18.498539 11.136701 16.250447 -0.66 -0.20 -0.30
C 21.088761 12.250979 16.691001 1.84 0.23 -0.33
C 19.453776 13.430749 15.190153 -0.84 -1.09 -2.05
C 20.729088 9.113978 16.437364 -0.58 -0.35 0.85
H 19.085789 7.671315 14.764203 0.17 0.53 0.10
H 18.266354 8.564211 16.038606 0.11 0.36 -0.68
H 18.145017 9.055612 14.279774 -0.74 0.23 -0.24
H 21.434721 8.768414 13.799307 0.34 -1.49 0.07
H 20.268148 9.855526 13.122532 0.03 -0.20 -0.02
H 22.689069 10.541211 14.761460 0.17 0.34 -0.07
H 22.510591 10.770878 12.994634 -0.39 -0.08 0.83
H 20.726638 12.471236 13.282689 0.37 -0.53 0.50
H 22.043749 12.915188 14.308122 0.77 0.69 0.26
H 22.048594 11.674337 16.675941 -0.85 0.23 -0.02
H 20.516995 11.917596 17.520849 -0.67 -0.42 0.72
H 21.414883 13.272961 16.895060 -0.22 0.02 -0.06
H 20.096837 14.236366 14.967361 0.79 1.25 -0.21
H 18.817850 13.723784 15.992472 -0.36 -0.14 0.86
H 18.794026 13.273168 14.256078 0.87 0.17 1.43
H 20.177538 9.381951 17.366184 0.32 -0.17 -0.75
H 20.849245 7.986909 16.443743 -0.19 1.27 -0.29
H 21.694251 9.568404 16.470088 0.81 0.10 0.34
H 17.668464 11.055991 15.750304 -0.36 0.22 0.05
```
Forces are in eV/Å.

Summary:
Energy relative to the best compared isomer or geometry (same formula, charge and spin)   2.777 eV
LUMO energy   0.503 eV
HOMO level   -7.7132 eV
E_tot   -115994.818 eV
Structure (SMILES)   CC1(C)CCCC(C)(C)N1O.CC1(C)CCCC(C)(C)N1O.CC1(C)CCCC(C)(C)N1O.CC1(C)CCCC(C)(C)N1O.CC1(C)CCCC(C)(C)N1O.CC1(C)CCCC(C)(C)N1O.CC1(C)CCCC(C)(C)N1O.CC1(C)CCCC(C)(C)N1O.CC(C)O.CC(C)O
Orbital gap   8.216 eV